Entry 1:
20
Properties=species:S:1:pos:R:3 method="wB97M-V/def2-TZVPD" e_homo_ev="-13.13 / -12.77" de_lowest_kcal_mol=40.51 gap_ha="0.30200 / 0.28255" charge=+1
C 0.393 -2.000 0.127
C -0.886 -1.188 -0.066
C 0.628 -3.244 -0.434
C -0.768 0.212 0.645
C 0.894 0.931 -1.016
C -0.123 2.654 0.511
N -0.344 1.324 -0.226
O 1.309 -1.402 0.782
Br 2.412 0.665 -0.038
H -1.076 -1.160 -1.127
H -1.693 -1.643 0.357
H 1.653 -3.532 -0.254
H -0.119 -4.022 -0.842
H -1.783 0.491 1.009
H -0.011 -0.004 1.365
H 0.973 1.136 -2.035
H 0.806 2.789 0.979
H -0.312 3.465 -0.072
H -0.912 2.921 1.196
H -1.043 1.608 -0.862

***

Entry 2:
105
Properties=species:S:1:pos:R:3 method="wB97M-V/def2-TZVPD" e_homo_ev=-8.74 gap_ha=0.04412 charge=+1
C 6.839 1.078 4.364
O 6.424 2.083 3.477
B 5.051 1.931 3.086
O 4.212 1.630 4.175
C 4.598 1.980 1.520
C 4.312 0.449 1.307
C 5.218 -0.481 0.459
N 4.510 -0.933 -0.773
N 5.421 -1.760 1.242
N 6.567 -0.091 0.076
C 5.874 2.703 0.959
O 5.794 4.049 1.518
C 4.426 4.324 1.554
O 4.120 5.414 1.852
C 3.491 3.053 1.097
C 3.345 3.443 -0.440
F 2.111 4.008 -0.703
F 4.189 4.463 -0.794
C 3.427 2.326 -1.509
F 2.601 1.258 -1.254
F 4.647 1.812 -1.760
C 2.882 2.795 -2.949
F 3.383 1.869 -3.815
F 1.548 2.661 -3.054
F 3.348 3.972 -3.360
S 2.061 3.373 2.220
O 1.299 4.565 1.849
O 2.493 3.772 3.563
C 0.877 2.011 2.515
F 1.520 1.016 3.217
F -0.027 2.485 3.410
C 0.074 1.280 1.407
F 0.796 0.390 0.676
F -0.775 0.429 2.110
C -0.886 2.051 0.439
F -0.568 3.312 0.105
F -0.906 1.347 -0.739
C -2.419 2.070 0.878
F -3.051 0.953 0.586
F -2.617 2.497 2.110
F -3.012 3.057 0.032
H 7.934 0.874 4.140
H 6.790 1.516 5.411
H 6.290 0.115 4.270
H 4.097 0.678 4.314
H 3.268 0.368 0.907
H 4.197 -0.045 2.310
H 5.150 -1.523 -1.312
H 3.756 -1.538 -0.429
H 5.748 -2.453 0.569
H 4.504 -2.051 1.589
H 7.176 0.060 0.878
H 6.624 0.669 -0.590
H 5.932 2.942 -0.128
H 6.852 2.186 1.081
Be -4.205 4.322 -1.251
C 9.724 1.409 -2.090
C 9.292 1.295 -0.686
N 8.950 1.206 0.403
H 10.573 2.088 -2.161
H 10.016 0.430 -2.466
H 8.906 1.794 -2.697
C -6.118 -4.024 -1.953
C -5.383 -2.699 -2.097
N -4.030 -2.729 -1.566
C -3.439 -1.409 -1.423
C -3.196 -0.595 -2.698
C -3.151 -3.756 -2.106
C -2.924 -3.780 -3.620
H -6.110 -4.368 -0.916
H -7.159 -3.905 -2.257
H -5.683 -4.804 -2.581
H -5.959 -1.949 -1.547
H -5.402 -2.396 -3.153
H -2.495 -1.495 -0.874
H -4.090 -0.821 -0.767
H -2.348 -0.975 -3.267
H -2.959 0.440 -2.432
H -4.072 -0.570 -3.347
H -3.548 -4.732 -1.811
H -2.181 -3.700 -1.603
H -3.853 -3.685 -4.184
H -2.468 -4.731 -3.906
H -2.241 -2.994 -3.942
C -7.411 -2.444 1.842
C -8.094 -1.364 1.456
C -9.586 -1.310 1.542
O -10.162 -0.295 1.195
C -10.289 -2.490 2.039
C -9.605 -3.574 2.424
C -8.111 -3.618 2.363
O -7.529 -4.616 2.739
O -10.223 -4.671 2.881
O -7.479 -0.270 0.971
H -6.332 -2.494 1.786
H -11.368 -2.445 2.081
H -9.512 -5.306 3.092
H -8.196 0.362 0.769
F 6.650 -0.929 -1.971
F -4.185 6.053 -2.977
Al 8.636 1.177 6.060
C -8.279 -3.716 -4.727
O -7.965 -2.563 -4.470
O -7.602 -4.513 -5.411
O -9.326 -4.280 -4.346

***

Entry 3:
61
Properties=species:S:1:pos:R:3 method="wB97M-V/def2-TZVPD" e_homo_ev="1.06 / 1.24" gap_ha="0.09376 / 0.08747" charge=-2
Rb 0.664 -0.856 1.142
N 2.065 1.295 5.064
C 1.483 0.241 4.471
N 2.092 -0.501 3.583
C 1.193 -1.556 3.140
C -0.042 -1.526 3.754
S -0.123 -0.226 4.866
C 1.573 -2.592 2.102
C 2.802 -2.613 1.477
S 2.884 -3.914 0.367
C 1.280 -4.382 0.763
N 0.680 -3.657 1.672
N 0.701 -5.443 0.179
H 3.075 1.341 4.989
H 1.695 1.607 5.953
H -0.877 -2.194 3.600
H 3.633 -1.936 1.620
H 1.301 -6.144 -0.238
H -0.116 -5.814 0.649
O 2.480 2.098 -5.775
C 3.208 1.372 -5.018
O 4.394 1.004 -5.288
C 2.597 0.927 -3.705
C 1.296 1.314 -3.377
C 0.755 0.900 -2.177
N 1.400 0.133 -1.277
C 2.694 -0.274 -1.562
C 3.291 0.124 -2.777
C 3.557 -1.182 -0.575
O 4.740 -1.485 -0.964
O 3.090 -1.589 0.553
H 0.722 1.932 -4.059
H -0.252 1.185 -1.896
H 4.308 -0.193 -3.006
N -1.494 -1.448 -0.423
C -2.411 -1.699 -1.090
C -3.543 -2.009 -1.913
C -4.204 -0.992 -2.610
C -5.306 -1.295 -3.411
C -5.750 -2.614 -3.517
C -5.094 -3.631 -2.823
C -3.991 -3.330 -2.021
H -3.865 0.040 -2.535
H -5.819 -0.505 -3.953
H -6.609 -2.849 -4.141
H -5.442 -4.657 -2.907
H -3.486 -4.131 -1.484
C -2.159 4.460 2.412
N -0.864 4.751 1.845
C -0.366 6.022 1.632
C 0.857 5.925 1.094
N 1.171 4.598 0.949
C 0.101 3.815 1.415
S 0.065 2.164 1.422
H -2.693 5.384 2.652
H -2.024 3.867 3.321
H -2.740 3.876 1.693
H -0.924 6.911 1.883
H 1.537 6.710 0.800
H 2.028 4.221 0.570
H -1.218 -0.981 2.890

***

Entry 4:
33
Properties=species:S:1:pos:R:3 method="wB97M-V/def2-TZVPD" e_homo_ev="-14.14 / -14.12" spin_multiplicity=3 de_lowest_kcal_mol=46.90 gap_ha="0.34753 / 0.29304" charge=+1
Ni 0.328 -0.499 -1.252
O 0.290 0.669 0.326
H 0.124 1.515 0.786
O 2.317 0.197 -1.643
S 3.717 0.577 -1.587
O 4.766 -0.381 -2.000
O 3.989 2.077 -2.391
C 2.957 3.018 -2.321
C 2.249 3.536 -3.620
C 4.040 1.139 0.126
H 3.504 3.839 -1.856
H 2.209 2.731 -1.582
H 1.663 2.662 -3.905
H 2.884 3.805 -4.464
H 1.552 4.337 -3.376
H 5.085 1.432 0.220
H 4.009 0.340 0.868
H 3.356 1.959 0.343
O -1.616 -1.450 -0.532
S -2.864 -1.666 0.270
O -4.138 -2.041 -0.429
O -2.470 -2.839 1.399
C -3.447 -3.684 1.974
C -3.611 -3.208 3.448
C -3.029 -0.352 1.476
H -3.154 -4.709 1.749
H -4.412 -3.483 1.508
H -2.792 -3.495 4.108
H -4.522 -3.707 3.778
H -3.714 -2.159 3.728
H -3.450 0.398 0.806
H -2.066 0.047 1.794
H -3.755 -0.604 2.250

***

Entry 5:
15
Properties=species:S:1:pos:R:3 method="wB97M-V/def2-TZVPD" e_homo_ev=-14.16 smiles=C#CCc1c[nH]c(F)[nH+]1 de_lowest_kcal_mol=0.00 gap_ha=0.40304 charge=+1
C 2.278 -2.005 -0.185
C 2.148 -0.837 0.083
C -0.886 1.537 -0.249
C -0.021 0.568 0.013
C -1.933 -0.432 0.093
C 1.609 0.483 0.155
N -2.055 0.879 -0.161
N -0.659 -0.679 0.123
F -2.920 -1.269 0.120
H 2.366 -3.003 -0.159
H -0.821 2.610 -0.421
H 1.928 1.084 0.940
H 1.953 1.067 -0.695
H -2.992 1.343 -0.156
H 0.004 -1.347 0.499

***

no.,M (g mol⁻¹),electronic energy (hartree)
1,193.06,-2938.788652
2,1083.47,-4855.438982
3,667.15,-2884.425933
4,324.02,-3069.762969
5,125.13,-441.262207